# 1
{
  "formula": "C5H6S",
  "method": "wB97M-V/def2-TZVPD",
  "e_tot_ha": -592.2517,
  "charge": 0,
  "e_above_lowest_ev": 0.548,
  "smiles": "C=C1C=CSC1",
  "species": ["C", "C", "C", "C", "S", "C", "H", "H", "H", "H", "H", "H"],
  "positions_angstrom": [[-1.78459, -0.28307, -0.21974], [-0.47387, -0.18403, 0.04735], [0.09150, 1.13531, 0.16941], [1.43473, 1.12161, -0.03131], [2.15713, -0.39741, -0.17591], [0.59168, -1.23953, 0.20802], [-2.33423, 0.62163, -0.48821], [-2.22019, -1.24542, -0.22479], [-0.44920, 2.11772, 0.12033], [1.89439, 2.08079, -0.02975], [0.34701, -2.01914, -0.55126], [0.74565, -1.70845, 1.17586]],
  "forces_ev_per_a": [[1.12, -0.02, -0.01], [-1.44, 0.93, 0.80], [1.64, 1.28, -1.15], [-2.38, 1.41, 0.88], [1.06, -0.98, -0.30], [-0.65, -0.73, -1.25], [-0.07, -0.47, 0.42], [-0.83, -0.74, -0.36], [0.31, -1.35, 0.33], [1.14, 0.21, -0.24], [0.61, 0.33, 0.66], [-0.50, 0.14, 0.21]]
}

***

# 2
{
  "formula": "C9H8BrNS",
  "method": "wB97M-V/def2-TZVPD",
  "e_tot_ha": -3374.5779,
  "charge": 0,
  "e_above_lowest_ev": 2.009,
  "smiles": "C=C/C=C\\N=C(/Br)c1cccs1",
  "species": ["C", "C", "C", "C", "N", "C", "Br", "C", "C", "C", "C", "S", "H", "H", "H", "H", "H", "H", "H", "H"],
  "positions_angstrom": [[0.91916, 0.03316, 2.00602], [1.58265, 1.16608, 2.05799], [0.99961, 2.45722, 1.67974], [0.23702, 2.54202, 0.56636], [-0.18995, 1.44070, -0.03882], [0.23269, 0.46431, -0.64623], [2.36574, 0.47080, -1.41947], [-0.42902, -0.66617, -1.15774], [-1.74654, -1.11419, -1.08403], [-2.02171, -2.34262, -1.72418], [-0.90586, -2.78467, -2.38768], [0.47750, -1.77277, -2.21245], [1.40967, -0.75481, 2.40804], [-0.00597, -0.03864, 1.50557], [2.44089, 1.26824, 2.82419], [1.26930, 3.27514, 2.29219], [-0.30371, 3.53497, 0.23248], [-2.44551, -0.75315, -0.38661], [-3.09146, -2.77644, -1.60571], [-0.79451, -3.64918, -2.90963]],
  "forces_ev_per_a": [[0.08, 1.22, -0.58], [0.68, 1.82, 2.95], [0.11, -1.01, -1.68], [-0.49, 3.89, 1.50], [-0.48, -2.35, -2.15], [0.83, 2.31, -0.67], [-1.27, 0.27, 0.72], [-0.34, -2.51, -1.85], [1.28, -0.33, 0.70], [-1.21, 0.24, 0.20], [-0.09, 2.11, 1.39], [-1.46, 0.04, 0.66], [0.86, -2.78, 1.22], [-0.68, -0.55, 0.11], [-0.96, -0.43, -1.77], [0.06, 1.01, 0.14], [1.32, -2.08, 0.67], [-0.77, 1.03, 0.54], [2.32, 0.41, -0.59], [0.20, -2.30, -1.51]]
}

***

# 3
{
  "formula": "C6H12N",
  "method": "wB97M-V/def2-TZVPD",
  "e_tot_ha": -290.1677,
  "charge": 1,
  "e_above_lowest_ev": 4.197,
  "species": ["C", "C", "C", "C", "C", "C", "N", "H", "H", "H", "H", "H", "H", "H", "H", "H", "H", "H", "H"],
  "positions_angstrom": [[0.78498, -1.20051, 0.61655], [-0.82944, 1.48142, 0.09560], [0.71750, -1.13272, 1.95746], [-0.04568, -2.23074, -0.10922], [-0.53277, 1.34942, 1.35812], [-0.02348, 1.41613, -2.33563], [-1.01085, 1.63789, -1.19698], [1.33379, -0.55046, 2.58452], [0.11863, -1.98631, 2.29647], [-0.50004, -2.91857, 0.54650], [0.59217, -2.70586, -0.82317], [-0.88535, -1.80275, -0.61952], [-0.29751, 0.33313, 1.86072], [1.43910, -0.54534, 0.00277], [-0.08670, 2.19298, 1.86679], [0.90422, 1.17424, -1.82374], [-0.26667, 0.46425, -2.74086], [0.24350, 2.15513, -3.15666], [-1.82257, 2.10928, -1.55344]],
  "forces_ev_per_a": [[0.26, -0.14, 0.36], [0.21, 0.58, -1.86], [-0.15, -2.39, -1.86], [0.86, 1.38, -0.10], [0.33, -0.48, -1.37], [1.77, -0.55, 1.21], [1.02, 0.67, 1.52], [0.52, 0.56, 0.67], [0.20, 0.75, 0.95], [-0.14, -1.03, 0.93], [0.16, -0.61, -0.58], [-0.40, 0.59, -0.70], [-1.27, 1.22, -0.89], [-0.48, -0.35, 0.50], [-0.16, 0.43, -0.02], [0.31, 0.33, 0.01], [-0.69, -0.58, -0.79], [-1.34, -0.24, 1.55], [-1.01, -0.13, 0.48]]
}

***

# 4
{
  "formula": "C25H20BrF6N3O5PRb",
  "method": "wB97M-V/def2-TZVPD",
  "e_tot_ha": -5044.0611,
  "charge": -1,
  "e_above_lowest_ev": 1.038,
  "multiplicity": 2,
  "species": ["Rb", "C", "C", "O", "N", "C", "C", "C", "C", "C", "C", "N", "H", "H", "H", "H", "H", "H", "H", "H", "H", "H", "Br", "C", "C", "C", "C", "C", "C", "C", "C", "C", "C", "H", "H", "H", "H", "H", "H", "O", "C", "O", "C", "C", "C", "C", "C", "C", "N", "O", "O", "H", "H", "H", "H", "F", "P", "F", "F", "F", "F", "F"],
  "positions_angstrom": [[0.67929, 0.16647, 0.30995], [2.34249, -1.98059, -2.27482], [1.88993, -2.52767, -0.94174], [0.75399, -2.38831, -0.50664], [2.84222, -3.25960, -0.29963], [2.75515, -3.58639, 1.10540], [3.79172, -2.83000, 1.91790], [4.09510, -3.21461, 3.21930], [5.01952, -2.47670, 3.93359], [5.62174, -1.38453, 3.32922], [5.27060, -1.08801, 2.02552], [4.38405, -1.79355, 1.32769], [1.90001, -0.99749, -2.43000], [1.96559, -2.62927, -3.06685], [3.42808, -1.91898, -2.33996], [3.78448, -3.15782, -0.63373], [2.88325, -4.66197, 1.25012], [1.75463, -3.31702, 1.44473], [3.59804, -4.07207, 3.65483], [5.26217, -2.73554, 4.95627], [6.33314, -0.77031, 3.86362], [5.71509, -0.24329, 1.50974], [-0.27268, 4.01889, 2.25608], [-1.63497, 4.90453, 1.26689], [-2.28389, 5.98365, 1.79163], [-3.28037, 6.62755, 1.03162], [-3.59512, 6.19143, -0.22458], [-2.93469, 5.07965, -0.79474], [-3.20876, 4.60447, -2.09972], [-2.53404, 3.53863, -2.62729], [-1.54272, 2.86740, -1.86554], [-1.31376, 3.31472, -0.61684], [-1.93670, 4.41224, -0.02255], [-2.03353, 6.33910, 2.78159], [-3.79320, 7.47985, 1.45894], [-4.35820, 6.69538, -0.80655], [-3.96442, 5.11680, -2.68469], [-2.73722, 3.19137, -3.63221], [-0.98516, 2.03979, -2.28668], [-0.22829, -0.09339, -4.40590], [-0.40678, -0.22109, -3.18922], [0.23912, 0.30906, -2.24220], [-1.56272, -1.14471, -2.75954], [-2.06475, -2.06732, -3.67207], [-3.08180, -2.93195, -3.31744], [-3.60879, -2.85894, -2.03336], [-3.12722, -1.94142, -1.10840], [-2.10610, -1.08740, -1.47966], [-4.69212, -3.75101, -1.65492], [-5.17023, -3.64295, -0.53772], [-5.05902, -4.59127, -2.46259], [-1.63688, -2.08136, -4.66528], [-3.48155, -3.65920, -4.00857], [-3.55056, -1.92037, -0.11520], [-1.73521, -0.35680, -0.77291], [2.02170, 0.67955, 2.26048], [1.08849, 0.07162, 3.48065], [1.20833, -1.39824, 2.78418], [-0.24552, 0.35003, 2.55206], [0.16310, -0.53867, 4.63469], [2.41685, -0.20821, 4.33768], [0.95918, 1.54578, 4.09541]],
  "forces_ev_per_a": [[-0.16, 0.12, -1.83], [-0.12, 0.06, 0.06], [0.14, -0.44, -0.32], [0.35, -0.26, -0.04], [-0.03, -0.09, 0.32], [-0.02, 0.04, -0.07], [0.07, 0.10, -0.13], [-0.02, -0.01, 0.00], [-0.06, -0.04, 0.04], [-0.02, 0.04, 0.00], [0.03, 0.01, 0.05], [-0.11, -0.10, -0.04], [0.02, -0.01, -0.01], [0.00, -0.01, -0.01], [0.00, -0.05, -0.04], [0.00, 0.14, -0.14], [-0.01, 0.00, 0.08], [0.00, 0.00, 0.04], [-0.01, 0.02, 0.04], [-0.02, -0.03, 0.00], [0.01, 0.01, -0.03], [0.00, -0.01, 0.02], [-0.23, 0.07, -0.08], [0.22, -0.05, 0.23], [0.11, -0.11, 0.02], [-0.08, 0.03, -0.09], [-0.08, 0.12, 0.03], [0.24, -0.18, 0.17], [-0.06, -0.02, -0.17], [-0.07, 0.13, 0.12], [0.16, -0.17, -0.04], [-0.10, 0.13, -0.26], [-0.11, 0.14, 0.09], [0.01, -0.01, -0.01], [-0.01, 0.00, -0.03], [0.00, 0.00, 0.01], [0.01, -0.01, 0.01], [-0.03, 0.02, 0.00], [0.04, -0.04, 0.01], [0.05, -0.05, 0.09], [-0.17, -0.05, -0.11], [-0.25, 0.13, -0.46], [0.14, 0.10, -0.03], [0.02, 0.04, 0.04], [-0.21, -0.15, 0.11], [0.46, 0.47, -0.19], [-0.22, -0.15, 0.07], [0.01, -0.01, -0.14], [-0.25, -0.55, 0.25], [0.06, 0.10, -0.18], [0.04, 0.20, 0.02], [0.00, 0.01, 0.00], [0.01, 0.01, -0.02], [-0.02, 0.04, 0.00], [-0.08, -0.07, -0.10], [0.48, 0.20, 1.09], [0.06, -0.09, 0.50], [0.03, 0.14, -0.03], [-0.17, 0.10, 1.15], [0.00, 0.02, -0.03], [0.00, -0.05, -0.04], [-0.01, 0.07, -0.02]]
}

***

# 5
{
  "formula": "C23H32As2N6O12PdS4",
  "method": "wB97M-V/def2-TZVPD",
  "e_tot_ha": -8319.1985,
  "charge": 0,
  "multiplicity": 3,
  "species": ["Pd", "N", "C", "N", "C", "C", "S", "C", "C", "S", "C", "N", "N", "H", "H", "H", "H", "H", "H", "C", "N", "C", "S", "N", "C", "H", "H", "H", "H", "H", "H", "H", "H", "C", "O", "C", "O", "C", "C", "As", "C", "C", "C", "As", "C", "C", "O", "O", "C", "C", "O", "O", "C", "C", "O", "O", "C", "H", "H", "H", "H", "H", "H", "H", "H", "H", "H", "H", "H", "H", "H", "H", "H", "H", "H", "O", "S", "O", "O", "O"],
  "positions_angstrom": [[-0.89214, 0.51583, -1.07932], [-4.90022, 0.20814, 0.57895], [-4.56210, -0.76623, -0.17613], [-3.31198, -0.88581, -0.68991], [-3.21822, -1.88827, -1.52646], [-4.38344, -2.67857, -1.68463], [-5.64089, -2.08939, -0.72903], [-1.98334, -2.12924, -2.26823], [-1.74386, -3.24933, -2.98153], [-0.23923, -3.13906, -3.79765], [-0.00786, -1.55193, -3.12565], [-0.97628, -1.16988, -2.31032], [1.04562, -0.81756, -3.44234], [-3.90317, 1.38458, 0.71308], [-5.86732, 0.20124, 0.88358], [-4.51124, -3.53382, -2.32737], [-2.35429, -4.13216, -3.05749], [1.82400, -1.20877, -3.93966], [1.09082, 0.15774, -3.16302], [-1.75689, 5.62481, -3.56203], [-0.74290, 4.68312, -4.04004], [-0.15420, 3.73374, -3.27263], [0.22946, 2.23707, -3.98240], [0.13465, 3.99326, -2.00186], [0.12078, 5.27727, -1.32340], [-2.33775, 5.94011, -4.42554], [-1.31680, 6.51372, -3.11533], [-2.42221, 5.15341, -2.83822], [-0.87946, 4.34513, -4.97783], [0.34579, 3.18599, -1.43514], [0.61924, 6.02929, -1.93542], [0.67787, 5.15920, -0.39603], [-0.88456, 5.60007, -1.06294], [2.85464, 2.82751, -0.95853], [1.82335, 2.02139, -0.36188], [1.88787, 0.71543, -0.68679], [2.74918, 0.29541, -1.42542], [0.78715, -0.13106, -0.09131], [1.14913, -1.55364, -0.11951], [2.95285, -1.91140, 0.56066], [3.21914, -3.83200, 0.29154], [2.20097, -1.97732, 2.38708], [1.28982, -1.11113, 2.82784], [0.20551, 0.25669, 1.84521], [1.34884, 1.75376, 2.40893], [0.82391, -1.15836, 4.25780], [-0.28064, -1.54812, 4.53934], [1.64396, -0.75529, 5.24077], [2.94505, -0.19361, 5.00481], [2.94406, -2.90925, 3.29724], [4.09672, -2.71092, 3.58055], [2.32534, -4.00290, 3.77014], [1.04274, -4.39880, 3.25819], [0.14914, -2.61726, 0.03397], [0.26934, -3.75665, -0.36751], [-0.93986, -2.21420, 0.71660], [-1.86415, -3.23627, 1.09166], [2.67487, 3.83588, -0.59280], [2.77936, 2.79309, -2.04523], [3.83739, 2.48120, -0.64633], [3.51622, -3.97759, -0.74631], [2.34091, -4.43705, 0.48909], [4.04754, -4.13039, 0.93504], [2.39951, 1.63336, 2.15391], [1.23642, 1.82528, 3.49258], [0.95399, 2.65734, 1.95163], [3.68685, -0.87074, 5.41988], [2.97754, 0.76230, 5.52353], [3.14573, -0.05104, 3.94824], [0.24819, -3.79513, 3.69023], [0.92818, -5.43745, 3.55613], [1.01699, -4.33214, 2.17162], [-2.28030, -3.72845, 0.21257], [-2.63840, -2.73203, 1.66292], [-1.37177, -3.98726, 1.70594], [-2.59758, 4.03767, -0.53060], [-2.45501, 2.62764, -0.34495], [-3.36311, 2.23173, 0.83941], [-1.04351, 2.24969, 0.05905], [-2.76191, 1.78841, -1.51497]],
  "forces_ev_per_a": [[-0.08, -0.22, -0.10], [-0.32, -0.33, 0.06], [0.01, 0.01, 0.02], [-0.04, 0.00, -0.02], [-0.05, -0.08, -0.06], [0.06, 0.00, -0.01], [0.01, 0.04, 0.01], [0.01, 0.00, -0.01], [-0.02, -0.01, 0.02], [0.04, 0.04, -0.01], [-0.05, -0.05, 0.03], [0.02, -0.03, 0.01], [0.03, -0.02, -0.05], [-0.10, -0.16, -0.01], [0.00, -0.02, 0.00], [0.02, 0.01, -0.01], [0.00, 0.00, 0.00], [0.02, 0.00, 0.01], [0.01, 0.04, 0.04], [0.01, -0.02, -0.03], [0.04, 0.08, 0.09], [-0.02, -0.11, -0.15], [0.02, 0.06, 0.11], [-0.14, 0.07, 0.04], [0.01, -0.02, -0.01], [-0.02, -0.02, 0.01], [0.00, 0.01, -0.03], [0.00, 0.00, 0.02], [0.01, 0.01, -0.03], [0.03, -0.03, 0.01], [0.00, 0.01, 0.00], [0.02, 0.00, -0.01], [0.01, 0.00, 0.01], [-0.04, 0.05, 0.04], [0.03, -0.06, -0.14], [-0.01, 0.03, 0.07], [-0.04, 0.03, -0.01], [0.25, -0.05, 0.00], [-0.13, 0.05, -0.05], [0.00, 0.01, 0.00], [-0.02, -0.03, -0.04], [0.05, -0.08, 0.06], [-0.05, 0.11, 0.02], [-0.06, -0.08, 0.05], [-0.03, 0.04, 0.00], [0.06, -0.08, 0.06], [0.02, 0.01, -0.04], [-0.01, 0.02, -0.07], [-0.04, 0.00, 0.07], [-0.09, -0.07, -0.03], [0.03, 0.02, 0.00], [0.02, 0.02, -0.07], [0.05, 0.05, 0.02], [0.03, 0.07, -0.02], [0.05, -0.03, 0.00], [0.00, 0.02, 0.04], [0.00, 0.01, -0.03], [0.04, -0.03, -0.02], [0.00, -0.01, 0.02], [0.00, -0.04, 0.00], [0.01, 0.00, 0.01], [-0.01, 0.01, -0.01], [0.01, 0.02, 0.01], [0.00, -0.02, 0.00], [0.01, -0.01, 0.02], [0.01, 0.00, 0.01], [-0.01, 0.01, -0.01], [-0.02, 0.00, 0.00], [0.00, 0.01, -0.05], [-0.03, 0.06, 0.03], [-0.02, 0.01, 0.01], [-0.01, 0.00, -0.02], [0.01, 0.01, 0.00], [-0.01, 0.00, 0.00], [0.02, -0.01, 0.03], [-0.04, -0.02, 0.09], [0.29, 0.31, -0.16], [0.34, 0.49, 0.01], [-0.16, -0.02, 0.03], [-0.05, -0.05, 0.11]]
}

***

# 6
{
  "formula": "C9H13NS2",
  "method": "wB97M-V/def2-TZVPD",
  "e_tot_ha": -1201.6432,
  "charge": 0,
  "e_above_lowest_ev": 3.637,
  "smiles": "C=C1C[C@@H]1CCSC1=NCCS1",
  "species": ["C", "C", "C", "C", "C", "C", "S", "C", "N", "C", "C", "S", "H", "H", "H", "H", "H", "H", "H", "H", "H", "H", "H", "H", "H"],
  "positions_angstrom": [[-0.72564, -3.25344, -2.66325], [-0.10079, -2.19160, -2.50933], [0.72526, -1.17397, -3.01694], [-0.32102, -0.81935, -1.84558], [0.59825, -0.69837, -0.56474], [1.47388, 0.44295, -0.64010], [0.68620, 2.08614, -0.14821], [0.06968, 1.79488, 1.51632], [0.32084, 1.01622, 2.47438], [-0.67357, 1.18672, 3.56877], [-1.14491, 2.66882, 3.38678], [-1.61781, 2.82015, 1.64736], [-0.19886, -4.01756, -3.39333], [-1.46196, -3.62424, -2.01786], [1.72974, -1.22030, -2.97837], [0.39040, -0.94898, -4.08205], [-1.24625, -0.12495, -2.01929], [1.33100, -1.53672, -0.68532], [0.09142, -0.83088, 0.30589], [2.50057, 0.10109, 0.04580], [1.70679, 0.33412, -1.80721], [-0.32027, 0.81169, 4.60186], [-1.67247, 0.75279, 3.28751], [-1.99835, 3.01550, 4.07213], [-0.14215, 3.40929, 3.46478]],
  "forces_ev_per_a": [[0.74, -6.58, -2.70], [-0.54, 5.41, 2.23], [-4.27, 1.23, -3.16], [1.53, -0.52, -0.26], [-0.50, -2.06, -3.31], [3.94, 0.56, 0.19], [0.69, -1.51, 0.49], [-1.80, 0.11, -1.50], [-0.29, 0.47, -0.21], [-1.18, 0.89, -0.09], [1.80, 2.41, 1.95], [2.27, -1.19, 0.54], [-1.48, 1.23, 1.34], [-1.21, -0.28, 0.55], [3.37, 0.22, 0.79], [0.52, 0.14, 1.36], [2.02, -1.53, 0.22], [-0.88, 0.13, 0.33], [-1.52, -0.34, 2.62], [-2.75, 1.79, -1.96], [0.28, 1.77, 2.68], [-0.42, 0.91, -1.84], [1.12, -0.90, 0.26], [1.42, -0.61, -0.88], [-2.83, -1.77, 0.34]]
}

***

no.,strongest force on any atom (eV/Å)
1,2.90
2,4.20
3,3.04
4,1.84
5,0.60
6,7.15